[1]
This record from OMol25 describes a structure of composition C19H29NO in a non-equilibrium geometry. The level of theory is ωB97M-V/def2-TZVPD.

Results
* energy relative to the best compared isomer or geometry (same formula, charge and spin): 1602.9 kJ/mol
* charge: 0
* LUMO level: 0.240 eV
* E: -23694.986 eV
* gap between HOMO and LUMO: 7.9 eV

Each line ends with the Löwdin charge.
Atoms and positions in Å:
1 C 3.86 -0.86 0.57  -0.358
2 C 4.54 0.42 0.51  -0.293
3 C 2.03 -0.48 -1.25  -0.160
4 C 1.27 0.74 -0.81  -0.216
5 H 0.66 -1.65 0.48  0.067
6 C -3.92 -1.68 -0.36  0.121
7 C 0.03 2.43 0.34  -0.036
8 H -2.49 -1.19 -2.28  0.158
9 C -4.72 0.47 -0.19  -0.118
10 C 0.69 0.33 1.52  -0.026
11 H 0.78 2.80 0.82  0.046
12 H 4.65 1.28 1.30  0.150
13 C 0.19 0.78 0.13  -0.521
14 H 4.64 -1.45 -1.38  0.161
15 H -1.01 2.03 1.97  0.005
16 H 1.36 -1.39 -1.59  0.159
17 H 3.85 -1.11 1.73  0.185
18 H -4.94 1.59 -0.59  0.164
19 H 4.06 1.13 -0.27  0.130
20 C 4.94 -1.22 -0.20  -0.275
21 H -6.42 1.03 1.08  0.013
22 C -0.99 0.20 -0.43  -0.171
23 C 1.39 -1.14 1.00  -0.112
24 H 6.31 0.27 -0.95  0.157
25 H -1.23 0.88 -2.35  0.060
26 C 5.82 -0.05 0.07  -0.181
27 H -4.91 -2.85 1.27  -0.013
28 C -5.77 0.42 0.80  0.016
29 H 6.43 -0.28 0.99  0.130
30 H 1.52 0.94 1.94  0.133
31 H -3.39 0.21 -2.71  0.050
32 H 0.02 0.24 2.17  0.020
33 H 0.99 1.12 -1.88  0.151
34 N 2.44 -1.07 0.01  -0.143
35 H 2.01 1.58 -0.58  0.139
36 H -0.31 2.69 -0.72  0.138
37 C -3.89 -0.24 -0.77  -0.343
38 C -3.01 -0.21 -1.93  -0.162
39 H -1.78 -0.01 0.53  0.195
40 H -2.23 1.73 -1.06  0.154
41 H 2.94 -0.24 -1.83  0.121
42 H 1.91 -1.53 2.01  0.149
43 H -0.66 -0.80 -0.85  0.120
44 C -1.87 0.74 -1.60  -0.160
45 C -5.68 -0.90 1.33  -0.160
46 O -1.24 2.51 1.23  -0.074
47 H -6.38 -1.28 2.17  0.119
48 H -3.13 -2.52 -0.55  0.118
49 C -4.81 -1.91 1.13  0.008
50 H 5.43 -2.53 0.05  0.187

[2]
This record from OMol25 describes a cluster of 2 separate species, C19H29O8S in total in a non-equilibrium geometry. The level of theory is ωB97M-V/def2-TZVPD.

Results
* charge: -1
* LUMO level: 0.087 eV
* E: -47373.865 eV
* gap between HOMO and LUMO: 2.2 eV

Each line ends with the Löwdin charge.
Atoms and positions in Å:
1 O 1.04 -3.07 1.55  -0.106
2 H -1.78 1.15 -2.32  0.129
3 C -1.58 -2.61 1.82  -0.016
4 H -3.70 3.40 -1.08  0.117
5 H 4.05 3.79 0.50  0.118
6 C 0.15 -6.61 -1.27  -0.165
7 H -1.86 -1.47 1.91  0.075
8 C -3.80 1.08 -0.54  -0.216
9 H 1.74 -1.02 -0.54  0.111
10 H 3.25 1.23 -0.02  0.118
11 C 1.30 -5.90 -2.00  -0.644
12 C 2.45 1.13 0.85  -0.235
13 H -1.95 3.35 0.50  0.097
14 C 2.19 -2.97 0.64  -0.179
15 C 2.98 3.73 0.98  -0.166
16 H -2.90 0.29 -0.58  0.137
17 C -3.57 2.34 -1.56  -0.207
18 C 1.76 3.84 -0.12  -0.111
19 C 2.68 -0.38 1.50  -0.198
20 O -5.36 0.68 2.02  -0.243
21 H 2.85 4.64 1.72  0.118
22 H -5.40 1.11 2.95  0.118
23 H 3.61 -1.37 -0.39  0.125
24 H 2.02 -3.61 -0.34  0.126
25 O 0.17 5.42 1.32  -0.044
26 H -2.47 -3.17 1.30  0.096
27 C 2.78 2.36 1.91  -0.190
28 H -1.29 -3.08 2.87  0.093
29 H 3.69 -0.47 2.09  0.113
30 H -0.80 -6.09 -1.48  0.031
31 C -0.93 3.16 -1.64  -0.066
32 C -0.23 -2.74 0.85  -0.278
33 C 1.86 3.43 -1.57  0.050
34 O -4.49 3.07 1.41  -0.402
35 H -4.41 2.26 -2.40  0.129
36 H 1.75 -0.63 2.18  0.111
37 C 2.58 -1.43 0.21  -0.178
38 H 1.86 2.50 2.64  0.120
39 C 0.29 4.40 0.44  -0.158
40 O 0.44 4.11 -3.72  -0.053
41 H 1.33 1.14 0.46  0.122
42 H -4.77 0.48 -0.88  0.130
43 H 3.15 -3.46 1.15  0.148
44 H 1.23 -4.85 -1.69  0.038
45 O -0.38 -2.57 -0.47  -0.052
46 H 2.87 3.01 -2.01  0.127
47 H -2.24 2.54 -3.53  0.129
48 C 0.46 3.61 -2.46  -0.170
49 H 0.03 -7.65 -1.60  0.047
50 H 0.29 -6.61 -0.18  0.046
51 C -1.03 3.58 -0.18  0.077
52 H 3.75 2.15 2.58  0.122
53 O -2.79 1.36 2.13  -0.401
54 O 2.41 -6.57 -1.71  -0.371
55 H 0.98 -5.84 -3.05  0.061
56 S -4.09 1.55 1.25  0.809
57 C -2.14 2.29 -2.38  -0.136